i) The following is a quantum chemistry calculation of C4H5O2P in the gas phase, from the OMol25 dataset.

Atoms and positions in Å:
O  3.261  0.360  -0.081
C  2.076  0.117  -0.168
C  1.268  -1.135  0.059
C  0.094  -0.443  -0.089
O  -1.212  -0.805  0.182
P  -2.436  0.252  0.030
C  0.759  0.910  -0.409
H  1.321  -2.254  0.089
H  -2.672  0.501  1.391
H  -3.477  -0.701  -0.070
H  0.451  1.410  -1.315
H  0.569  1.789  0.381

**Gap between HOMO and LUMO**: 0.373 Ha
**SMILES string**: O=C1C=C(OP)C1


ii) The following is a quantum chemistry calculation of C4H5O2P in the gas phase, from the OMol25 dataset.

Atoms and positions in Å:
C  -0.503  0.313  -0.051
C  0.568  -0.617  -0.031
C  -1.896  0.236  -0.006
C  1.895  -0.269  -0.002
O  -2.428  1.512  0.038
O  2.844  -1.229  0.031
P  -3.172  -1.007  0.007
H  -0.192  1.354  -0.080
H  0.338  -1.674  -0.023
H  -3.393  1.476  0.000
H  3.732  -0.861  0.106
H  2.208  0.766  0.012

**Gap between HOMO and LUMO (spin up / spin down)**: 0.225 / 0.253 Ha


Which of them is the least stable? Correct choice: ii).


i) The following is a quantum chemistry calculation of a molecular structure, C7H10NOS, from the OMol25 dataset.

Atoms and positions in Å:
C  0.810  0.783  -0.068
C  1.985  0.242  -0.204
C  -0.881  -1.770  0.271
C  -0.426  0.427  -0.787
C  2.407  -0.888  -1.154
C  -1.452  -0.570  -0.062
C  -1.939  0.047  1.337
N  2.492  -2.293  -0.756
O  1.994  -2.779  0.214
S  -0.255  -3.087  0.628
H  0.720  1.384  0.819
H  2.804  0.524  0.534
H  -1.078  1.262  -0.817
H  -0.363  0.117  -1.825
H  1.674  -0.799  -1.881
H  3.425  -0.646  -1.335
H  -2.278  -0.692  -0.769
H  -1.229  -0.221  2.080
H  -2.966  -0.461  1.727
H  -2.206  1.062  1.117

**Total charge**: +1
**Gap between HOMO and LUMO (spin up / spin down)**: 0.277 / 0.277 Ha


ii) The following is a quantum chemistry calculation of a gas-phase ion, C7H10NOS (charge +1), from the OMol25 dataset.

Atoms and positions in Å:
C  0.019  -0.517  2.238
C  0.034  0.403  1.140
N  -0.439  1.586  1.334
C  0.667  0.212  -0.314
O  1.087  1.486  -0.747
C  -0.114  -0.511  -1.377
C  -1.474  -0.942  -1.394
C  -1.749  -1.646  -2.534
S  -0.410  -1.777  -3.587
C  0.561  -0.834  -2.545
H  -0.384  -0.101  3.264
H  -0.684  -1.349  2.044
H  1.037  -1.035  2.490
H  -0.748  1.855  2.237
H  -0.065  2.357  0.647
H  1.583  -0.381  -0.014
H  0.874  1.623  -1.636
H  -2.047  -1.194  -0.521
H  -2.657  -1.975  -2.941
H  1.506  -0.588  -2.972

**Total charge**: +1
**Gap between HOMO and LUMO**: 0.299 Ha
**SMILES string**: CC(=[NH2+])[C@H](O)c1ccsc1


Which of them is the least stable? Correct choice: i).


i) The following is a quantum chemistry calculation of 2 unconnected molecules or ions with the total composition C3H5FO, from the OMol25 dataset.

Atoms and positions in Å:
C  -0.417  0.762  -0.225
C  0.373  -0.307  0.304
C  0.130  -1.522  0.624
H  0.545  2.803  -0.575
H  -0.963  1.260  0.581
H  -1.345  0.352  -0.807
H  1.506  -0.142  -0.024
H  0.925  -2.251  0.855
O  0.423  1.361  -1.267
F  -1.179  -2.317  0.534

**Gap between HOMO and LUMO**: 0.317 Ha


ii) The following is a quantum chemistry calculation of C3H5FO in the gas phase, from the OMol25 dataset.

Atoms and positions in Å:
C  0.917  -0.086  0.798
C  -0.274  -0.554  -0.081
F  0.149  -1.448  -1.012
C  -0.981  0.889  -0.949
O  -1.548  1.693  -0.291
H  0.897  -0.717  1.666
H  0.765  0.854  1.125
H  1.851  -0.252  0.145
H  -1.100  -1.007  0.556
H  -0.677  0.629  -1.958

**Gap between HOMO and LUMO**: 0.370 Ha
**SMILES string**: C[C@H](F)C=O


Which of them is the least stable? Correct choice: i).


i) The following is a quantum chemistry calculation of a gas-phase ion, C6H12N3O (charge +1), from the OMol25 dataset.

Atoms and positions in Å:
C  -0.304  -1.316  -3.183
N  -0.042  -0.464  -1.966
C  -0.018  0.856  -2.049
C  0.140  1.681  -0.946
C  0.177  1.366  0.445
N  0.130  2.394  1.222
N  0.040  0.056  0.764
C  0.121  -0.410  2.149
C  0.021  -1.920  2.357
O  0.293  0.426  3.135
H  -0.030  -2.485  -3.042
H  -1.410  -1.300  -3.363
H  0.224  -0.959  -4.071
H  -0.232  -0.822  -1.041
H  -0.209  1.299  -3.111
H  0.381  2.731  -1.250
H  0.267  3.365  0.775
H  0.047  2.450  2.204
H  -0.134  -2.352  1.308
H  -0.807  -2.157  2.973
H  0.897  -2.429  2.714
H  0.448  -0.011  3.975

**Total charge**: +1
**Gap between HOMO and LUMO**: 0.281 Ha
**SMILES string**: C/[NH+]=C/C=C(N)\N=C(\C)O


ii) The following is a quantum chemistry calculation of a gas-phase ion, C6H12N3O (charge +1), from the OMol25 dataset.

Atoms and positions in Å:
C  0.261  2.959  -0.667
N  -0.124  1.922  -0.194
N  -0.160  0.606  -0.356
C  0.058  0.144  -1.642
C  -0.980  -0.850  -2.088
N  0.822  0.811  -2.523
O  1.587  1.772  -2.278
C  0.017  -0.273  0.832
C  -0.540  0.452  1.995
C  1.562  -0.552  0.893
H  0.071  3.917  -0.765
H  -1.321  -0.582  -3.122
H  -1.981  -0.706  -1.481
H  -0.726  -1.861  -1.838
H  0.816  0.635  -3.571
H  -0.554  -1.204  0.604
H  0.163  1.317  2.338
H  -1.459  0.905  1.628
H  -0.718  -0.135  2.862
H  1.909  0.536  0.909
H  1.818  -0.886  -0.100
H  1.709  -1.306  1.741

**Total charge**: +1
**Gap between HOMO and LUMO (spin up / spin down)**: 0.314 / 0.314 Ha
**SMILES string**: C#[N+]N(/C(C)=[NH+]\[O-])C(C)C


Which of them is the least stable? Correct choice: ii).